[1]
C4H4O4 | ωB97M-V/def2-TZVPD

Cartesian coordinates (Å):
O: -2.002 0.915 -0.693
O: 2.236 -0.008 -0.584
O: 0.630 2.119 0.043
O: 0.511 -1.365 -0.199
C: 0.154 0.822 0.379
C: -1.127 0.235 -0.099
C: -0.792 -1.255 0.089
C: 1.077 -0.169 -0.112
H: -1.126 -1.567 1.117
H: 0.300 0.633 1.467
H: -1.364 -1.840 -0.735
H: 1.502 1.481 -0.675

Output
LUMO level = -0.217 eV
Kohn-Sham gap = 10.23 eV

Mulliken atomic charge list, values in e, 8 entries: O -0.5361; O -0.6075; O -0.6479; O -0.2639; C 0.3043; C 0.4947; C -0.3585; C 0.3369

[2]
C4H4O5Pt | ωB97M-V/def2-TZVPD

Cartesian coordinates (Å):
Pt: -1.034 0.194 3.266
O: -1.164 1.949 2.262
O: -0.745 -0.426 1.706
O: 0.948 0.132 0.339
O: -0.624 -1.216 -0.370
O: -1.646 2.168 -0.010
C: 0.265 -1.119 -1.502
C: -1.485 2.064 1.139
C: -0.208 -0.430 0.588
C: 1.430 -0.290 -0.955
H: 0.551 -2.131 -1.803
H: 1.651 0.601 -1.549
H: 2.341 -0.877 -0.798
H: -0.278 -0.619 -2.311

Output
charge = +1
LUMO level (spin up / spin down) = -3.591 / -6.431 eV
2S+1 = 4
Kohn-Sham gap (spin up / spin down) = 7.81 / 8.47 eV

Mulliken atomic charge list, values in e, 8 entries: Pt 0.6251; O -0.4307; O -0.4962; O -0.3188; O -0.2778; O -0.3011; C -0.2892; C 0.8643

[3]
C4H4O5Rh | ωB97M-V/def2-TZVPD

Cartesian coordinates (Å):
Rh: -0.866 -0.688 2.297
O: -1.091 0.759 1.110
O: -0.683 -1.412 -0.668
O: -0.694 0.977 3.412
O: 1.157 -0.505 0.057
O: -0.707 2.971 2.316
C: -0.907 1.809 2.505
C: -0.117 -0.813 0.404
C: -0.064 -0.926 -1.876
C: 1.216 -0.259 -1.363
H: 1.242 0.822 -1.549
H: 2.133 -0.722 -1.743
H: 0.124 -1.790 -2.523
H: -0.741 -0.225 -2.379

Output
charge = +1
LUMO level (spin up / spin down) = -4.902 / -7.889 eV
2S+1 = 5
Kohn-Sham gap (spin up / spin down) = 9.05 / 7.77 eV

Mulliken atomic charge list, values in e, 8 entries: Rh 0.4980; O -0.6041; O -0.3407; O -0.6337; O -0.3594; O -0.3007; C 0.8874; C 1.2062

[4]
C4H4O5Sc | ωB97M-V/def2-TZVPD

Cartesian coordinates (Å):
Sc: 2.546 0.200 0.505
O: 1.079 1.456 -0.059
O: -0.577 0.291 -1.127
O: 5.740 -1.162 -0.354
O: -0.894 0.936 0.984
O: 0.715 -0.666 0.536
C: -1.830 -0.253 -0.790
C: 4.740 -0.700 -0.150
C: 0.146 0.500 0.096
C: -2.082 0.258 0.647
H: -2.578 0.104 -1.509
H: -1.807 -1.355 -0.824
H: -2.921 0.965 0.703
H: -2.277 -0.574 1.342

Output
charge = +1
LUMO level = -6.567 eV
Kohn-Sham gap = 6.22 eV

Mulliken atomic charge list, values in e, 8 entries: Sc 1.0808; O -0.7616; O -0.4237; O 0.0266; O -0.4120; O -0.7573; C -0.3036; C 0.3007

[5]
C4H4O6 | ωB97M-V/def2-TZVPD

Cartesian coordinates (Å):
O: -2.354 0.965 0.529
O: -0.050 1.539 -0.170
O: 2.577 1.307 -0.731
O: 2.567 -0.808 -0.883
O: -0.459 -1.979 -0.291
O: -2.491 -1.095 1.230
C: -0.472 -0.559 0.292
C: 0.477 0.263 -0.059
C: 1.911 0.224 -0.569
C: -1.887 -0.207 0.696
H: 3.538 0.856 -0.594
H: -1.266 -2.439 0.056
H: 0.880 2.018 0.429
H: -1.653 1.800 0.483

Output
SMILES = O=C(O)/C(O)=C(\O)C(=O)O
LUMO level = -0.603 eV
Kohn-Sham gap = 9.34 eV

Mulliken atomic charge list, values in e, 8 entries: O -0.5368; O -0.7268; O -0.4904; O -0.6228; O -0.5016; O -0.5681; C 0.7072; C 0.0756

[6]
C4H4O6 | ωB97M-V/def2-TZVPD

Cartesian coordinates (Å):
O: -2.856 -0.076 -0.032
O: 1.133 -1.534 0.496
O: 2.925 -0.392 -0.223
O: -1.304 -1.647 -0.325
O: 1.417 2.014 -0.234
O: -1.311 1.884 0.183
C: -0.626 0.647 0.184
C: -1.633 -0.385 -0.094
C: 1.730 -0.446 0.102
C: 0.744 0.768 0.044
H: -2.189 1.737 0.709
H: 1.859 -2.186 0.353
H: -2.226 -2.143 -0.727
H: 2.337 1.759 -0.436

Output
SMILES = O=C(O)/C(O)=C(/O)C(=O)O
LUMO level = -0.692 eV
Kohn-Sham gap = 8.72 eV

Mulliken atomic charge list, values in e, 8 entries: O -0.6673; O -0.3634; O -0.6310; O -0.4881; O -0.5149; O -0.5066; C -0.2408; C 0.8841

[7]
C4H4O6 | ωB97M-V/def2-TZVPD

Cartesian coordinates (Å):
O: 0.825 2.749 -2.576
O: -0.239 2.066 -1.788
O: -1.378 0.380 -0.795
O: -0.524 -0.570 2.543
O: 1.517 0.536 -2.150
O: 1.251 -2.201 1.087
C: 0.873 1.502 -2.171
C: -0.464 -0.561 1.178
C: 0.406 -1.349 0.499
C: -1.318 0.330 0.419
H: -1.249 -0.009 2.849
H: 0.410 -1.257 -0.579
H: -1.946 0.997 1.044
H: 1.835 -2.613 0.440

Output
SMILES = O=C/C(O)=C/O.O=C1OO1
LUMO level = 0.038 eV
Kohn-Sham gap = 8.77 eV

Mulliken atomic charge list, values in e, 8 entries: O -0.2767; O -0.1890; O -0.5545; O -0.5035; O -0.3928; O -0.4601; C 0.8360; C 0.4285

[8]
C4H4O6Ru | ωB97M-V/def2-TZVPD

Cartesian coordinates (Å):
Ru: -0.534 -3.033 0.741
O: -0.650 1.545 -0.515
O: 1.193 1.493 -1.842
O: 1.206 -2.178 0.931
O: 0.833 0.033 1.241
O: -1.761 -1.736 0.399
O: 0.252 3.405 -1.229
C: -1.807 -0.441 0.213
C: -0.493 0.270 0.009
C: 1.424 -1.055 1.383
C: 0.344 2.091 -1.244
H: -2.553 -0.100 -0.526
H: -0.596 3.700 -0.867
H: -1.546 0.461 1.151
H: 0.080 -0.315 -0.729

Output
charge = +2
LUMO level (spin up / spin down) = -10.101 / -13.025 eV
2S+1 = 7
Kohn-Sham gap (spin up / spin down) = 8.28 / 5.78 eV

Mulliken atomic charge list, values in e, 8 entries: Ru 1.7133; O -0.2277; O -0.4296; O -0.6527; O -0.2802; O -0.6073; O -0.3656; C -0.0489

[9]
C4H4OS | ωB97M-V/def2-TZVPD

Cartesian coordinates (Å):
S: -1.896 -0.233 0.145
O: -3.152 0.382 -0.214
C: 1.136 -0.538 0.198
C: 0.525 0.710 -0.145
C: -0.785 1.025 -0.037
C: 1.150 -1.706 -0.357
H: -1.468 1.876 -0.266
H: 1.515 -2.672 -0.142
H: 1.679 -0.355 1.059
H: 1.296 1.511 -0.242

Output
LUMO level (spin up / spin down) = -0.575 / -0.906 eV
Kohn-Sham gap (spin up / spin down) = 7.49 / 8.44 eV

Mulliken atomic charge list, values in e, 8 entries: S 0.3520; O -0.4903; C -0.2562; C -0.4269; C -0.1143; C -0.3808; H 0.3705; H 0.3181

[10]
C4H4OS | ωB97M-V/def2-TZVPD

Cartesian coordinates (Å):
S: 0.721 2.741 0.034
O: 0.552 -0.889 1.524
C: -0.305 -0.230 -0.630
C: 0.723 1.448 0.978
C: -0.789 -1.393 -1.066
C: 0.370 -0.046 0.640
H: -1.287 -1.637 -2.001
H: -0.629 -2.239 -0.390
H: -0.314 0.744 -1.173
H: 0.958 1.502 2.084

Output
SMILES = C=CC(=O)C=S
LUMO level = -1.485 eV
Kohn-Sham gap = 7.68 eV

Mulliken atomic charge list, values in e, 8 entries: S -0.2203; O -0.5412; C -0.2360; C -0.2387; C -0.6215; C 0.8470; H 0.2875; H 0.2445

[11]
C4H4OS2 | ωB97M-V/def2-TZVPD

Cartesian coordinates (Å):
S: -1.169 -0.804 0.794
S: 1.098 0.247 -1.080
O: 1.338 -2.228 0.047
C: -0.752 2.305 0.213
C: -0.768 0.919 0.935
C: 0.593 -1.232 -0.006
C: -0.219 1.186 -0.608
H: -1.091 0.842 -1.147
H: -1.582 3.155 -0.303
H: -0.077 0.886 1.614
H: 0.071 2.799 0.833

Output
SMILES = O=C1S[C@@H]2C[C@H]2S1
LUMO level = 0.236 eV
Kohn-Sham gap = 9.79 eV

Mulliken atomic charge list, values in e, 8 entries: S -0.1247; S -0.1694; O -0.4490; C -0.1279; C -0.5665; C 0.4517; C -0.1917; H 0.3468

[12]
C4H4OSc | ωB97M-V/def2-TZVPD

Cartesian coordinates (Å):
Sc: 2.917 -1.099 -0.136
O: 1.666 0.263 -1.037
C: -0.702 0.245 -0.892
C: 0.534 0.869 -0.948
C: -1.617 -0.126 1.455
C: -1.497 0.257 0.279
H: -0.747 -0.685 -1.471
H: 0.565 1.899 -0.548
H: 1.207 -1.299 1.052
H: -2.324 -0.325 2.246

Output
charge = +1
LUMO level (spin up / spin down) = -4.948 / -6.358 eV
Kohn-Sham gap (spin up / spin down) = 7.85 / 5.37 eV

Mulliken atomic charge list, values in e, 8 entries: Sc 0.8724; O -0.4675; C -0.2304; C 0.2302; C -0.2648; C -0.0076; H 0.3087; H 0.3519

Calculated values (u) of molecular weight for the records, taken in order: 116.07 327.15 234.98 177.03 148.07 148.07 148.07 249.14 100.14 100.14 132.21 113.03.
Calculated values (eV) of E for the records, taken in order: -12399.46780 -17683.48456 -17443.72768 -35143.16070 -16493.94891 -16496.25938 -16492.71418 -19050.04532 -17090.00256 -17093.49747 -27926.42666 -26946.97220.
Calculated values (kcal per mole) of ΔE to the lowest compared entry with this formula, charge and spin for the records, taken in order: 88.47 0.00 57.01 5.32 94.78 41.50 123.26 60.13 118.59 38.00 86.16 0.00.